Formula: C37H82BClO18
Source: OMol25
Level of theory: ωB97M-V/def2-TZVPD

```
! wB97M-V def2-TZVPD RIJCOSX def2/J DEFGRID3
* xyz 0 1
C -0.881 -1.141 -0.148
C -0.963 -0.568 -1.567
C 0.075 0.553 -1.751
C 1.390 0.077 -2.352
C 1.241 -0.310 -3.821
C 2.579 1.001 -2.098
O 3.171 0.594 -0.866
C 4.546 0.753 -0.778
C 4.876 0.546 0.715
C 3.898 -0.424 1.324
O 3.776 -1.577 0.927
Cl 2.888 0.183 2.665
O 5.233 -0.188 -1.542
C 6.020 0.301 -2.617
C 5.640 -0.322 -3.949
C 2.308 2.496 -2.108
O 1.611 2.908 -0.938
C 1.763 4.277 -0.645
B 1.661 3.022 -3.464
O 0.519 3.762 -3.469
O 2.212 2.730 -4.690
H -0.090 -1.881 -0.111
H -0.676 -0.367 0.574
H -1.809 -1.645 0.096
H -0.859 -1.341 -2.315
H -1.938 -0.112 -1.685
H -0.362 1.284 -2.436
H 0.210 1.056 -0.806
H 1.638 -0.850 -1.842
H 2.186 -0.706 -4.167
H 0.532 -1.126 -3.876
H 0.906 0.511 -4.440
H 3.298 0.824 -2.893
H 4.829 1.777 -1.025
H 5.858 0.103 0.780
H 4.899 1.501 1.221
H 7.044 0.008 -2.418
H 5.971 1.381 -2.722
H 6.058 0.318 -4.719
H 4.569 -0.323 -4.102
H 6.052 -1.312 -4.069
H 3.295 2.988 -2.067
H 1.017 4.883 -1.143
H 1.594 4.393 0.419
H 2.767 4.640 -0.853
H -0.061 3.422 -2.780
H 3.148 2.931 -4.731
C 3.559 -4.483 1.874
O 4.025 -5.705 1.338
C 4.322 -5.602 -0.044
C 5.422 -6.562 -0.437
O 6.723 -6.138 -0.055
C 7.075 -6.265 1.314
C 7.332 -7.687 1.760
O 6.115 -8.373 1.994
C 6.263 -9.772 1.916
H 2.618 -4.180 1.402
H 3.389 -4.634 2.940
H 4.299 -3.697 1.745
H 4.627 -4.580 -0.297
H 3.413 -5.849 -0.612
H 5.448 -6.597 -1.529
H 5.211 -7.572 -0.082
H 6.342 -5.778 1.960
H 8.015 -5.718 1.412
H 7.906 -7.671 2.697
H 7.920 -8.204 0.992
H 6.632 -10.071 0.928
H 5.281 -10.215 2.068
H 6.945 -10.142 2.690
C 0.274 -3.257 3.911
O 0.203 -2.540 5.124
C 0.304 -1.140 4.928
C -0.457 -0.386 5.994
O -1.865 -0.381 5.807
C -2.571 -1.572 6.122
C -2.698 -1.845 7.604
O -1.501 -2.400 8.121
C -1.377 -2.209 9.511
H 1.240 -3.106 3.419
H 0.156 -4.314 4.143
H -0.531 -2.956 3.230
H -0.084 -0.861 3.941
H 1.365 -0.862 4.980
H -0.161 0.664 5.923
H -0.188 -0.735 6.992
H -2.152 -2.433 5.599
H -3.579 -1.409 5.732
H -3.513 -2.565 7.767
H -2.941 -0.910 8.123
H -1.388 -1.142 9.762
H -0.420 -2.627 9.816
H -2.180 -2.720 10.055
C -0.704 6.763 -3.370
O -1.873 6.783 -2.572
C -1.604 6.520 -1.208
C -2.609 7.207 -0.310
O -2.388 8.600 -0.159
C -2.755 9.443 -1.241
C -4.246 9.625 -1.407
O -4.823 8.507 -2.060
C -6.202 8.386 -1.799
H -0.242 5.775 -3.361
H -0.994 7.012 -4.389
H 0.016 7.514 -3.020
H -0.596 6.859 -0.942
H -1.666 5.434 -1.044
H -2.485 6.792 0.693
H -3.631 6.995 -0.628
H -2.294 9.114 -2.175
H -2.332 10.418 -0.991
H -4.433 10.518 -2.020
H -4.703 9.769 -0.421
H -6.389 8.280 -0.723
H -6.554 7.487 -2.301
H -6.756 9.250 -2.183
C -6.971 -3.836 -0.710
O -7.040 -2.460 -1.007
C -6.109 -1.692 -0.262
C -5.683 -0.460 -1.026
O -4.746 -0.716 -2.062
C -5.234 -1.323 -3.250
C -6.072 -0.409 -4.115
O -7.392 -0.303 -3.609
C -8.041 0.869 -4.044
H -7.230 -4.029 0.338
H -7.688 -4.348 -1.349
H -5.971 -4.234 -0.916
H -5.223 -2.290 -0.020
H -6.591 -1.381 0.676
H -5.155 0.190 -0.325
H -6.547 0.094 -1.397
H -5.762 -2.252 -3.033
H -4.337 -1.580 -3.819
H -6.123 -0.824 -5.131
H -5.600 0.580 -4.158
H -7.489 1.762 -3.731
H -9.026 0.890 -3.582
H -8.159 0.876 -5.134
*
```

Calculated values
HOMO: -8.921 eV
LUMO level: 0.12 eV
Structure (SMILES): CCC[C@@H](C)[C@H](O[C@@H](CC(=O)Cl)OCC)[C@H](OC)B(O)O.COCCOCCOC.COCCOCCOC.COCCOCCOC.COCCOCCOC
M: 861.31 g mol⁻¹



Formula: C12H14AsF6HfNO7S3
Source: OMol25
Level of theory: ωB97M-V/def2-TZVPD

```
! wB97M-V def2-TZVPD RIJCOSX def2/J DEFGRID3
* xyz 2 1
Hf 0.649 0.288 0.603
F 4.458 -0.930 2.555
C 3.268 -1.416 2.789
F 3.254 -2.191 3.833
F 2.401 -0.393 2.988
S 2.632 -2.379 1.297
O 1.259 -1.788 1.154
O 2.757 -3.756 1.549
N 3.473 -1.889 0.034
S 3.027 -0.531 -0.532
O 1.670 -0.507 -1.170
O 2.898 0.523 0.506
C 4.331 -0.082 -1.799
F 3.967 1.079 -2.290
F 5.470 -0.010 -1.167
F 4.322 -1.020 -2.711
C -2.378 -0.183 -2.064
As -2.421 -1.155 -0.432
C -4.051 -1.005 0.520
C -1.858 -2.954 -0.680
O -1.191 -0.403 0.554
H -3.142 -0.547 -2.750
H -1.392 -0.330 -2.503
H -2.543 0.871 -1.848
H -4.846 -1.447 -0.079
H -4.257 0.049 0.697
H -3.952 -1.538 1.464
H -2.591 -3.490 -1.281
H -1.752 -3.428 0.294
H -0.900 -2.931 -1.198
O -3.482 4.798 4.778
C -2.887 3.612 4.611
O -3.025 2.724 5.398
C -2.072 3.399 3.358
C -2.298 4.057 2.156
C -1.566 3.745 1.020
C -0.560 2.787 1.076
S 0.418 2.446 -0.379
C -0.348 2.127 2.293
C -1.093 2.418 3.424
H -3.159 5.476 4.172
H -3.072 4.812 2.077
H -1.747 4.265 0.089
H 0.466 1.406 2.501
H -0.939 1.896 4.359
*
```

Calculated values
HOMO: -15.054 eV
LUMO level: -7.41 eV
M: 747.85 g mol⁻¹



Formula: C15H31N2O5P
Source: OMol25
Level of theory: ωB97M-V/def2-TZVPD

```
! wB97M-V def2-TZVPD RIJCOSX def2/J DEFGRID3
* xyz -1 2
C 5.754 2.782 -0.664
C 5.809 1.507 0.225
C 7.276 1.035 0.365
C 4.900 0.381 -0.341
N 3.726 0.046 0.476
C 2.433 0.576 0.015
C 2.059 0.031 -1.394
O 1.342 -0.992 -1.356
O 2.561 0.592 -2.373
P 2.366 2.420 0.290
O 1.658 2.991 -1.068
O 1.012 2.441 1.248
H 5.059 3.505 -0.225
H 5.384 2.561 -1.666
H 6.724 3.280 -0.723
H 5.417 1.796 1.203
H 7.396 -0.034 0.179
H 7.939 1.551 -0.336
H 7.678 1.236 1.364
H 5.507 -0.529 -0.358
H 4.631 0.588 -1.381
H 3.626 -0.961 0.466
H 1.674 0.182 0.704
H 2.251 3.670 -1.409
H 0.937 1.600 1.714
C -3.791 -0.242 -1.799
C -3.108 -0.051 -0.418
C -1.893 -0.969 -0.268
C -2.246 -2.434 -0.042
C -3.199 -2.581 1.143
C -4.457 -1.722 0.998
N -4.076 -0.301 0.702
O -3.740 0.323 1.781
C -5.359 -2.324 -0.094
C -5.269 -1.748 2.287
C -2.623 1.394 -0.366
H -3.220 -0.914 -2.440
H -4.804 -0.624 -1.727
H -3.877 0.713 -2.318
H -1.292 -0.626 0.579
H -1.253 -0.869 -1.145
H -2.685 -2.868 -0.946
H -1.330 -2.995 0.150
H -3.502 -3.625 1.264
H -2.673 -2.296 2.059
H -6.194 -1.660 -0.320
H -5.771 -3.268 0.265
H -4.831 -2.545 -1.019
H -4.678 -1.441 3.148
H -5.625 -2.763 2.465
H -6.135 -1.088 2.215
H -3.464 2.090 -0.399
H -1.988 1.574 -1.233
H -2.036 1.605 0.525
*
```

Calculated values
HOMO (alpha / beta): -4.193 / -4.193 eV
LUMO level (alpha / beta): 2.71 / 2.67 eV
M: 350.40 g mol⁻¹



Formula: H6O3
Source: OMol25
Level of theory: ωB97M-V/def2-TZVPD

```
! wB97M-V def2-TZVPD RIJCOSX def2/J DEFGRID3
* xyz 0 1
O 3.496 -7.082 -13.119
H 4.215 -6.960 -12.500
H 2.714 -7.142 -12.570
O 2.669 -7.104 -10.315
H 3.154 -6.684 -9.604
H 2.389 -7.944 -9.951
O 1.714 -9.686 -8.236
H 1.865 -10.631 -8.265
H 0.886 -9.560 -8.700
*
```

Calculated values
HOMO: -10.867 eV
LUMO level: 0.49 eV
Structure (SMILES): O.O.O
M: 54.05 g mol⁻¹



Formula: C3H6O2
Source: OMol25
Level of theory: ωB97M-V/def2-TZVPD

```
! wB97M-V def2-TZVPD RIJCOSX def2/J DEFGRID3
* xyz 0 1
C 1.259 0.437 0.753
C 0.280 -0.357 -0.073
O 0.513 -1.486 -0.460
C -1.057 0.278 -0.422
O -1.889 -0.632 -1.069
H 2.065 -0.221 1.081
H 0.761 0.882 1.618
H 1.683 1.255 0.162
H -0.862 1.163 -1.052
H -1.519 0.645 0.509
H -1.361 -1.443 -1.166
*
```

Calculated values
HOMO: -10.365 eV
LUMO level: 0.85 eV
Structure (SMILES): CC(=O)CO
M: 74.08 g mol⁻¹



Formula: C5H30N3O8
Source: OMol25
Level of theory: ωB97M-V/def2-TZVPD

```
! wB97M-V def2-TZVPD RIJCOSX def2/J DEFGRID3
* xyz 0 2
C -2.344 0.753 1.034
C -1.077 1.324 0.368
C -1.211 1.425 -1.159
C -0.189 0.801 -2.159
N 3.422 0.822 -1.830
C 2.222 1.126 -2.514
N 1.190 1.171 -1.686
N 0.001 0.426 0.949
H -2.498 1.317 1.988
H -2.255 -0.215 1.476
H -3.283 0.794 0.601
H -0.748 2.400 0.441
H -1.174 2.520 -1.443
H -2.189 0.958 -1.533
H -0.405 1.180 -3.189
H -0.174 -0.238 -2.103
H 4.411 1.260 -1.968
H 3.263 0.507 -0.851
H 2.343 1.484 -3.531
H -0.097 -0.541 0.544
H 1.020 0.677 0.540
H 0.007 0.331 2.040
H 0.611 -1.807 3.228
H -0.545 -2.276 2.274
O 0.011 -1.411 2.521
H -0.063 -2.908 -0.224
H 1.065 -2.240 -1.163
O 0.179 -2.215 -0.931
H -4.097 -1.824 0.931
H -3.565 -1.808 -0.634
O -3.334 -1.602 0.263
H 2.736 -0.026 1.361
H 3.694 -1.091 0.932
O 3.147 -0.343 0.621
H 2.085 1.577 3.219
H 2.206 1.980 1.750
O 1.945 1.232 2.412
H -2.362 -2.543 0.948
H -2.178 -3.901 1.567
O -1.633 -3.187 1.284
H 2.003 2.639 -0.325
H 1.320 4.032 0.192
O 1.836 3.231 0.370
H -1.890 -2.627 -2.463
H -1.253 -1.515 -1.882
O -2.152 -1.649 -2.264
*
```

Calculated values
HOMO (alpha / beta): -2.157 / -9.231 eV
LUMO level (alpha / beta): 0.16 / 0.13 eV
M: 260.31 g mol⁻¹



Formula: C14H13IrN3O4S2Si
Source: OMol25
Level of theory: ωB97M-V/def2-TZVPD

```
! wB97M-V def2-TZVPD RIJCOSX def2/J DEFGRID3
* xyz 0 2
Ir 0.184 0.068 -0.444
O -2.768 -2.851 -1.154
C -1.860 -1.986 -0.759
O -1.237 -1.266 -1.526
C -1.651 -1.937 0.734
C -2.365 -2.554 1.732
C -1.991 -2.254 3.053
C -0.968 -1.365 3.329
C -0.302 -0.776 2.258
N -0.658 -1.108 1.033
C 0.806 0.281 2.305
O 1.298 0.568 3.363
O 1.141 0.800 1.137
H -2.860 -2.788 -2.120
H -3.182 -3.222 1.506
H -2.535 -2.715 3.867
H -0.678 -1.101 4.337
S -2.418 2.140 0.374
C -0.958 2.815 -0.149
S -0.542 1.817 -1.554
C -0.248 3.878 0.295
C -0.721 4.626 1.423
N -1.102 5.217 2.332
C 0.967 4.284 -0.345
N 1.944 4.603 -0.862
C 2.751 -1.600 -1.728
Si 2.034 0.116 -1.908
C 1.521 0.399 -3.680
C 3.236 1.403 -1.336
H 3.628 -1.685 -2.378
H 2.041 -2.375 -2.024
H 3.075 -1.797 -0.704
H 2.326 0.143 -4.375
H 1.266 1.449 -3.833
H 0.651 -0.208 -3.946
H 4.189 1.316 -1.868
H 3.429 1.300 -0.267
H 2.839 2.404 -1.514
*
```

Calculated values
HOMO (alpha / beta): -8.105 / -8.119 eV
LUMO level (alpha / beta): -2.02 / -2.14 eV
M: 571.71 g mol⁻¹



Formula: C44H43CsFGeN7O4SSi
Source: OMol25
Level of theory: ωB97M-V/def2-TZVPD

```
! wB97M-V def2-TZVPD RIJCOSX def2/J DEFGRID3
* xyz 0 1
Cs -1.644 0.101 -1.128
C -0.167 0.998 2.978
Si 0.084 -0.857 2.962
C -0.467 -1.682 4.575
C 1.930 -1.128 2.879
N -0.899 -1.549 1.628
C -2.284 -1.362 1.748
C -2.931 -0.790 2.862
C -4.298 -0.573 2.902
C -5.117 -0.922 1.841
C -4.530 -1.497 0.727
C -3.169 -1.687 0.721
F -2.625 -2.273 -0.385
H 0.463 1.436 3.748
H -1.192 1.311 3.162
H 0.145 1.404 2.019
H 0.393 -2.100 5.091
H -1.159 -2.497 4.369
H -0.948 -0.995 5.266
H 2.356 -0.615 3.745
H 2.357 -0.702 1.986
H 2.192 -2.179 2.965
H -2.353 -0.519 3.728
H -4.729 -0.132 3.790
H -6.182 -0.752 1.881
H -5.103 -1.802 -0.139
O -0.737 6.108 3.845
C -1.079 6.640 2.648
O -1.269 7.821 2.549
C -1.307 5.669 1.541
C -1.595 4.325 1.766
C -1.761 3.460 0.704
C -1.620 3.915 -0.602
C -1.385 5.271 -0.829
C -1.229 6.139 0.231
N -1.801 3.000 -1.644
C -1.046 3.028 -2.657
C -1.193 2.069 -3.767
C -0.259 2.085 -4.799
C -0.343 1.132 -5.798
C -1.362 0.200 -5.738
C -2.259 0.274 -4.680
N -2.189 1.180 -3.716
H -0.539 5.168 3.749
H -1.709 3.943 2.774
H -1.965 2.417 0.898
H -1.338 5.632 -1.847
H -1.045 7.190 0.064
H -0.208 3.728 -2.741
H 0.530 2.823 -4.804
H 0.379 1.110 -6.602
H -1.462 -0.573 -6.486
H -3.070 -0.439 -4.603
N 6.659 1.312 -3.899
C 5.474 1.090 -3.214
C 4.326 1.829 -3.527
C 3.140 1.568 -2.879
C 3.086 0.569 -1.913
C 4.208 -0.159 -1.580
C 5.399 0.097 -2.241
S 1.521 0.321 -1.156
O 1.593 -0.802 -0.238
O 0.583 0.081 -2.253
N 1.025 1.677 -0.518
C 1.839 2.327 0.334
N 1.442 3.553 0.712
C 2.172 4.146 1.640
C 3.299 3.573 2.210
C 3.631 2.313 1.728
N 2.920 1.685 0.812
H 6.753 2.230 -4.303
H 7.494 1.007 -3.425
H 4.382 2.602 -4.280
H 2.239 2.120 -3.092
H 4.144 -0.908 -0.809
H 6.287 -0.468 -2.000
H 1.845 5.140 1.928
H 3.883 4.076 2.964
H 4.506 1.779 2.083
Ge -0.210 -3.138 0.806
C -1.148 -4.585 1.749
C -0.387 -5.361 2.620
C -0.959 -6.389 3.350
C -2.312 -6.653 3.226
C -3.085 -5.889 2.370
C -2.507 -4.864 1.637
C -0.235 -3.536 -1.115
C 0.825 -3.194 -1.949
C 0.857 -3.619 -3.267
C -0.160 -4.409 -3.772
C -1.205 -4.790 -2.946
C -1.235 -4.361 -1.631
H 1.240 -3.188 1.268
H 0.670 -5.156 2.722
H -0.351 -6.982 4.017
H -2.765 -7.453 3.794
H -4.144 -6.091 2.268
H -3.131 -4.283 0.972
H 1.627 -2.585 -1.560
H 1.684 -3.330 -3.900
H -0.133 -4.740 -4.800
H -1.993 -5.429 -3.322
H -2.048 -4.684 -0.994
*
```

Calculated values
HOMO: -7.998 eV
LUMO level: -0.41 eV
M: 1018.54 g mol⁻¹



- Which of these has the highest M?
  C44H43CsFGeN7O4SSi



- Which of these has the highest M?
  C44H43CsFGeN7O4SSi